[1]
{
  "formula": "C4H8NO2",
  "method": "ωB97M-V/def2-TZVPD",
  "elements": ["C", "C", "C", "C", "N", "O", "O", "H", "H", "H", "H", "H", "H", "H", "H"],
  "positions_angstrom": [[1.63, -0.04, -0.53], [0.68, -0.10, 1.34], [0.08, -0.02, -0.07], [-0.74, 1.30, -0.19], [-0.83, -1.17, -0.64], [2.20, -0.13, -1.55], [2.03, 0.12, 0.72], [0.45, 0.62, 2.12], [0.73, -1.09, 1.85], [-1.57, 1.16, 0.47], [-1.18, 1.52, -1.21], [-0.17, 2.05, 0.23], [-0.98, -1.00, -1.71], [-1.86, -1.07, -0.42], [-0.49, -2.15, -0.40]],
  "lowdin_charge": [-0.448, -0.005, -0.289, 0.013, 0.225, 0.212, 0.103, 0.141, 0.149, 0.085, 0.128, 0.078, 0.221, 0.189, 0.198],
  "molar_mass_g_mol": 102.1,
  "homo_energy_ha": -0.5532,
  "de_lowest_kj_mol": 189.9,
  "lumo_ha": -0.15574,
  "total_charge": 1
}

[2]
{
  "formula": "C5H10O2",
  "method": "ωB97M-V/def2-TZVPD",
  "elements": ["C", "C", "C", "O", "C", "C", "O", "H", "H", "H", "H", "H", "H", "H", "H", "H", "H"],
  "positions_angstrom": [[2.37, -0.72, 0.17], [0.98, -0.80, -0.41], [-0.13, -0.53, 0.27], [0.40, 2.34, 0.43], [-1.52, -0.70, -0.28], [-2.46, 0.46, 0.02], [-2.33, 1.58, -0.44], [3.07, -0.26, -0.52], [2.37, -0.15, 1.11], [2.75, -1.73, 0.39], [0.88, 1.66, -0.05], [0.91, -1.13, -1.45], [-0.05, -0.18, 1.30], [-0.48, 2.32, 0.04], [-1.97, -1.62, 0.11], [-1.49, -0.79, -1.37], [-3.31, 0.24, 0.69]],
  "lowdin_charge": [-0.102, -0.179, -0.148, -0.066, -0.146, -0.234, 0.042, 0.075, 0.080, 0.076, 0.006, 0.110, 0.120, 0.006, 0.114, 0.124, 0.122],
  "molar_mass_g_mol": 102.1,
  "homo_energy_ha": -0.3543,
  "de_lowest_kj_mol": 182.2,
  "lumo_ha": 0.02511
}

[3]
{
  "formula": "C4H6Cl2O",
  "method": "ωB97M-V/def2-TZVPD",
  "elements": ["C", "C", "C", "C", "O", "Cl", "Cl", "H", "H", "H", "H", "H", "H"],
  "positions_angstrom": [[-1.42, -0.64, 1.60], [-0.70, 0.44, 1.90], [0.71, -0.72, -2.00], [1.34, 0.08, -1.17], [0.98, 1.29, -0.76], [0.15, 0.51, 3.37], [-0.70, 0.14, -2.88], [-1.31, -1.53, 2.17], [-2.04, -0.59, 0.79], [-0.60, 1.36, 1.29], [0.94, -1.80, -2.25], [2.28, -0.27, -0.67], [0.36, 1.73, -1.41]],
  "lowdin_charge": [-0.067, -0.675, -0.408, -0.374, -0.033, 0.610, 0.483, 0.045, 0.028, 0.062, 0.095, 0.143, 0.091],
  "molar_mass_g_mol": 141.0,
  "homo_energy_ha": -0.3470,
  "de_lowest_kj_mol": 172.8,
  "lumo_ha": 0.02362
}

[4]
{
  "formula": "C14H27NNiO16PdS4",
  "method": "ωB97M-V/def2-TZVPD",
  "elements": ["Ni", "Pd", "S", "O", "O", "O", "O", "S", "O", "O", "O", "O", "C", "C", "O", "C", "O", "O", "H", "H", "H", "H", "C", "C", "O", "C", "O", "O", "H", "H", "H", "H", "C", "C", "C", "C", "N", "H", "H", "H", "H", "H", "H", "H", "C", "S", "O", "C", "H", "H", "H", "H", "H", "H", "C", "S", "O", "C", "H", "H", "H", "H", "H", "H"],
  "positions_angstrom": [[-1.25, -1.10, -0.90], [-0.46, 3.63, 1.43], [-0.80, -1.66, -3.42], [-0.27, -2.31, -2.29], [-1.65, -2.58, -4.16], [-1.52, -0.59, -2.72], [0.22, -1.25, -4.41], [-0.68, 1.18, 0.09], [-0.48, 1.42, 1.53], [-0.58, 2.52, -0.44], [0.16, 0.17, -0.44], [-2.02, 0.64, -0.12], [2.83, 1.06, -1.92], [2.92, -0.41, -1.63], [4.02, -0.60, -0.80], [4.46, 0.66, -0.34], [5.32, 0.92, 0.47], [3.75, 1.58, -1.04], [1.83, 1.47, -2.07], [3.13, 1.21, -2.95], [3.11, -1.00, -2.53], [2.01, -0.80, -1.16], [0.16, 4.69, -2.52], [-0.73, 4.82, -3.67], [0.12, 4.52, -4.75], [1.18, 3.72, -4.30], [1.95, 3.06, -4.98], [1.24, 3.81, -2.99], [-0.50, 4.34, -1.72], [0.54, 5.62, -2.10], [-1.06, 5.86, -3.61], [-1.53, 4.09, -3.71], [1.61, -3.72, 3.85], [0.14, -4.12, 3.87], [-0.71, -2.95, 3.39], [-0.62, -2.58, 1.98], [-0.53, -2.31, 0.83], [1.67, -3.03, 4.69], [1.81, -3.37, 2.84], [2.28, -4.53, 4.15], [-0.06, -4.69, 4.79], [-0.01, -4.88, 3.11], [-0.64, -2.15, 4.13], [-1.75, -3.26, 3.51], [3.19, 1.76, 2.61], [2.16, 2.84, 3.74], [0.88, 3.17, 2.98], [1.42, 1.53, 4.76], [2.41, 1.39, 1.95], [3.76, 0.89, 2.94], [3.83, 2.46, 2.06], [0.81, 0.86, 4.16], [0.78, 2.11, 5.43], [2.17, 0.93, 5.28], [-4.98, -3.88, -1.10], [-4.47, -2.26, -0.42], [-3.04, -2.00, -0.86], [-5.40, -1.25, -1.62], [-4.94, -3.85, -2.19], [-6.02, -3.96, -0.80], [-4.38, -4.64, -0.61], [-5.52, -0.26, -1.18], [-6.43, -1.61, -1.54], [-4.81, -1.32, -2.53]],
  "mulliken_spin": [1.738, 0.850, -0.066, 0.104, 0.489, 0.079, 0.495, 0.042, 0.067, 0.022, 0.043, 0.059, 0.002, 0.000, 0.000, 0.000, 0.000, 0.001, -0.001, -0.002, 0.002, -0.002, 0.005, 0.000, 0.000, 0.000, 0.000, -0.001, -0.004, 0.001, 0.000, 0.000, 0.000, 0.000, 0.000, 0.011, 0.012, 0.000, 0.000, 0.000, 0.000, 0.000, 0.000, 0.000, -0.001, 0.009, 0.018, -0.001, 0.001, 0.000, 0.000, 0.000, 0.000, 0.001, 0.002, 0.014, 0.009, 0.000, 0.000, 0.001, 0.000, 0.000, 0.000, 0.000],
  "molar_mass_g_mol": 758.7,
  "homo_energy_ha": [-0.3159, -0.3090],
  "multiplicity": 5,
  "lumo_ha": [-0.00186, -0.11933]
}